A molecular structure, C23H43BrInN7O2PSSi2, computed with ωB97M-V/def2-TZVPD.

Last column: Löwdin charge in e.
Element x y z (Å)
In  0.906  -0.897  -0.903  0.48
C  2.597  -4.148  0.339  -0.03
C  1.170  -4.209  -0.108  -0.31
C  0.516  -5.409  -0.293  -0.03
C  -0.795  -5.394  -0.775  -0.04
C  -1.436  -4.207  -1.038  -0.03
C  -0.748  -3.000  -0.796  -0.45
N  0.536  -3.047  -0.351  0.04
N  -1.189  -1.726  -1.003  -0.12
Si  -2.774  -1.383  -1.621  0.40
C  -2.995  -1.963  -3.382  -0.16
C  -3.002  0.482  -1.544  -0.16
C  -4.103  -2.163  -0.540  -0.17
H  3.253  -3.954  -0.513  0.09
H  2.895  -5.096  0.782  0.08
H  2.751  -3.344  1.055  0.02
H  1.025  -6.338  -0.083  0.11
H  -1.311  -6.329  -0.953  0.12
H  -2.441  -4.197  -1.433  0.09
H  -2.161  -1.658  -4.018  0.02
H  -3.912  -1.544  -3.805  0.04
H  -3.074  -3.050  -3.446  0.03
H  -3.618  0.846  -2.369  0.05
H  -2.026  0.969  -1.579  0.00
H  -3.501  0.699  -0.592  0.02
H  -4.956  -2.497  -1.136  0.04
H  -4.487  -1.453  0.198  0.02
H  -3.727  -3.033  0.002  0.02
C  -0.575  -0.723  7.481  -0.12
C  -0.127  0.471  6.648  -0.23
C  -0.470  0.364  5.193  -0.58
N  0.079  1.071  4.267  0.01
N  -0.434  0.821  3.017  -0.04
C  -1.359  -0.090  3.015  -0.68
N  -2.012  -0.498  1.873  0.11
S  -1.681  -0.725  4.584  1.14
H  -0.269  -0.595  8.518  0.08
H  -0.134  -1.652  7.117  0.08
H  -1.662  -0.833  7.476  0.07
H  0.953  0.603  6.709  0.12
H  -0.577  1.389  7.032  0.12
H  -1.419  -0.638  1.058  0.05
H  -2.644  -1.275  1.998  0.09
N  1.517  2.381  1.789  0.08
C  0.977  3.432  0.882  -0.17
P  -0.319  2.701  -0.180  0.44
O  -0.574  3.608  -1.344  -0.32
O  0.056  1.260  -0.298  -0.43
C  -1.928  2.887  0.748  -0.17
N  -2.877  3.426  -0.287  0.12
H  0.730  1.831  2.213  0.05
H  2.110  2.747  2.530  0.16
H  2.049  1.656  1.273  -0.05
H  1.773  3.795  0.233  0.09
H  0.594  4.264  1.471  0.11
H  -1.838  3.640  1.530  0.10
H  -2.310  1.962  1.171  0.07
H  -3.575  4.060  0.090  0.16
H  -3.341  2.659  -0.779  0.10
H  -2.238  3.890  -0.986  0.12
C  0.260  0.920  -3.938  -0.20
Si  1.743  0.196  -3.054  0.50
C  2.661  -1.008  -4.152  -0.22
C  2.882  1.563  -2.462  -0.31
C  4.121  1.253  -1.893  -0.12
C  4.950  2.242  -1.384  -0.08
C  4.557  3.573  -1.440  -0.09
C  3.334  3.906  -2.009  -0.10
C  2.505  2.908  -2.509  -0.11
H  0.543  1.304  -4.922  0.05
H  -0.183  1.738  -3.367  0.01
H  -0.505  0.154  -4.086  0.01
H  3.040  -0.524  -5.055  0.04
H  1.999  -1.822  -4.456  0.03
H  3.510  -1.452  -3.627  0.03
H  4.445  0.219  -1.830  0.10
H  5.905  1.976  -0.949  0.11
H  5.210  4.349  -1.060  0.10
H  3.031  4.944  -2.083  0.11
H  1.556  3.193  -2.947  0.09
Br  2.567  -0.479  1.090  0.21

Computed properties:
* energy relative to the best compared isomer or geometry (same formula, charge and spin): 0.0 kcal/mol
* HOMO: -10.10 eV
* charge: +1
* calculated total energy: -5518.73429 Eh



A molecular structure, C35H25CoF4N6O2 at a distorted geometry, computed with ωB97M-V/def2-TZVPD.

Last column: Löwdin charge in e.
Element x y z (Å)
Co  -0.180  -2.201  0.910  0.48
C  1.866  -0.185  2.061  -0.08
N  1.625  -1.620  2.202  -0.29
C  1.438  -1.930  3.621  -0.09
C  2.740  -2.412  1.639  -0.13
C  2.290  -3.446  0.637  -0.22
C  3.218  -4.313  0.066  -0.05
C  2.822  -5.244  -0.876  -0.09
C  1.489  -5.340  -1.243  -0.08
C  0.551  -4.487  -0.675  -0.09
C  0.961  -3.546  0.250  -0.14
H  2.794  0.113  2.564  0.10
H  1.040  0.369  2.505  0.09
H  1.925  0.079  1.007  0.07
H  2.315  -1.614  4.202  0.10
H  1.290  -2.999  3.755  0.09
H  0.566  -1.402  4.008  0.08
H  3.275  -2.923  2.445  0.13
H  3.454  -1.738  1.155  0.13
H  4.252  -4.251  0.374  0.11
H  3.555  -5.897  -1.327  0.10
H  1.169  -6.074  -1.967  0.10
H  -0.489  -4.563  -0.967  0.10
F  -4.785  -0.692  5.076  0.15
C  -4.338  -0.154  3.940  -0.12
C  -4.788  1.098  3.578  -0.12
F  -5.674  1.707  4.363  0.15
C  -4.325  1.774  2.418  -0.01
C  -3.340  1.077  1.680  -0.11
C  -2.898  -0.170  2.047  -0.07
F  -1.912  -0.717  1.252  0.06
C  -3.394  -0.872  3.167  0.00
C  -2.996  -2.212  3.494  -0.10
C  -1.974  -2.773  2.791  -0.06
N  -1.058  -3.116  2.142  0.19
C  -3.637  -3.011  4.459  -0.16
N  -4.135  -3.728  5.202  0.23
F  -2.796  1.627  0.582  0.12
C  -4.796  3.056  2.045  -0.10
C  -4.232  3.790  0.995  -0.17
N  -3.764  4.419  0.153  0.23
C  -5.846  3.720  2.695  -0.16
N  -6.705  4.322  3.164  0.24
C  -0.089  3.642  -1.257  -0.04
O  0.929  2.762  -1.709  -0.10
C  1.834  3.207  -2.608  -0.23
C  1.801  4.450  -3.234  0.00
C  2.808  4.829  -4.101  -0.06
C  3.883  3.990  -4.364  -0.07
C  3.931  2.752  -3.761  -0.01
C  2.912  2.345  -2.904  -0.17
N  3.046  1.108  -2.259  0.14
C  2.114  0.256  -1.889  0.03
C  0.779  0.150  -2.309  -0.12
C  0.250  0.693  -3.500  -0.01
C  -1.033  0.413  -3.885  -0.07
C  -1.849  -0.415  -3.101  -0.04
C  -1.373  -0.967  -1.943  -0.01
C  -0.065  -0.688  -1.493  -0.30
O  0.408  -1.129  -0.385  -0.14
H  -0.675  3.073  -0.536  0.08
H  -0.749  3.955  -2.071  0.10
H  0.342  4.522  -0.769  0.11
H  0.986  5.128  -3.042  0.11
H  2.761  5.799  -4.568  0.11
H  4.671  4.299  -5.032  0.11
H  4.750  2.077  -3.961  0.12
H  4.007  0.885  -2.017  0.17
H  2.433  -0.503  -1.180  0.14
H  0.887  1.288  -4.135  0.12
H  -1.421  0.806  -4.810  0.11
H  -2.859  -0.624  -3.421  0.12
H  -1.990  -1.624  -1.344  0.11

Computed properties:
* energy relative to the best compared isomer or geometry (same formula, charge and spin): 30.0 kcal/mol
* spin multiplicity: 2
* HOMO (spin up / spin down): -10.77 / -10.58 eV
* charge: +1
* calculated total energy: -3609.53652 Eh



A molecular structure, C17H23Cl3O2V at a distorted geometry, computed with ωB97M-V/def2-TZVPD.

Last column: Löwdin charge in e.
Element x y z (Å)
C  0.109  -1.547  -2.067  -0.31
C  0.968  -0.402  -2.193  -0.33
C  0.146  0.775  -2.136  -0.30
C  2.414  -0.427  -2.491  -0.11
C  -1.230  0.343  -2.113  -0.28
C  -1.249  -1.081  -2.024  -0.27
C  -2.472  -1.929  -2.026  -0.05
C  0.524  -2.972  -2.088  -0.07
C  0.581  2.185  -2.284  -0.08
C  -2.416  1.224  -2.240  -0.06
V  -0.029  -0.238  -0.138  0.66
Cl  2.809  1.636  -0.126  0.09
Cl  1.858  -1.301  0.605  0.20
O  -1.555  0.700  0.354  -0.38
H  2.842  -1.422  -2.312  0.06
H  2.931  0.289  -1.842  -0.04
H  2.597  -0.133  -3.532  0.07
H  1.534  2.332  -1.756  -0.03
H  -0.157  2.868  -1.847  0.07
H  0.727  2.440  -3.339  0.07
H  -2.234  2.205  -1.784  0.07
H  -3.291  0.772  -1.757  0.07
H  -2.662  1.387  -3.302  0.08
H  -3.295  -1.418  -1.512  0.07
H  -2.283  -2.881  -1.521  0.07
H  -2.801  -2.144  -3.052  0.07
H  1.518  -3.100  -1.643  0.05
H  0.555  -3.352  -3.120  0.07
H  -0.187  -3.584  -1.519  0.07
H  -2.016  0.640  1.208  0.02
O  -0.894  -1.988  0.888  -0.44
H  -1.862  -1.854  0.965  -0.04
Cl  1.110  3.535  3.149  0.67
C  0.791  1.954  3.716  -0.64
C  0.760  1.720  5.083  -0.16
C  0.533  0.417  5.563  -0.15
C  0.267  -0.614  4.665  -0.12
C  0.219  -0.375  3.306  -0.07
C  0.561  0.895  2.787  -0.31
C  0.743  1.168  1.399  -0.39
H  0.924  2.546  5.756  0.07
H  0.556  0.230  6.634  0.07
H  0.089  -1.631  5.024  0.09
H  -0.051  -1.172  2.603  0.05
H  0.148  1.997  0.987  0.05
H  1.869  1.312  1.074  -0.23

Computed properties:
* spin multiplicity: 2
* HOMO (spin up / spin down): -0.23 / -0.26 eV
* charge: -2
* calculated total energy: -3136.64570 Eh



A molecular structure, C23H25MoN5O11P2S2 at a distorted geometry, computed with ωB97M-V/def2-TZVPD.

Last column: Löwdin charge in e.
Element x y z (Å)
Mo  0.254  0.935  0.063  1.85
N  -1.165  -1.146  3.878  0.13
C  -1.036  -0.465  2.734  -0.73
S  0.538  -0.493  1.963  0.90
N  -2.028  0.156  2.213  0.06
N  -1.724  0.839  1.067  -0.05
C  -2.715  1.518  0.571  -0.14
C  -4.087  1.448  1.097  -0.19
C  -4.770  0.232  1.081  -0.02
C  -6.074  0.176  1.538  -0.04
C  -6.688  1.319  2.040  -0.04
C  -6.003  2.524  2.073  -0.05
C  -4.707  2.598  1.587  -0.03
C  -2.376  2.383  -0.554  -0.18
C  -3.294  3.192  -1.185  0.06
C  -2.869  4.023  -2.214  0.03
C  -1.545  3.983  -2.599  0.02
C  -0.681  3.120  -1.954  -0.07
N  -1.087  2.339  -0.944  0.00
H  -0.396  -1.648  4.283  0.11
H  -2.063  -1.170  4.333  0.13
H  -4.284  -0.652  0.688  0.12
H  -6.614  -0.762  1.508  0.12
H  -7.706  1.268  2.405  0.12
H  -6.475  3.411  2.477  0.12
H  -4.165  3.536  1.626  0.13
H  -4.326  3.160  -0.870  0.13
H  -3.568  4.685  -2.708  0.14
H  -1.164  4.615  -3.389  0.14
H  0.349  3.049  -2.256  0.12
O  3.186  1.477  0.754  -0.12
P  2.905  2.375  -0.529  0.32
O  4.024  2.558  -1.424  -0.17
O  1.556  1.748  -1.109  -0.43
O  2.338  3.742  0.148  -0.19
P  1.009  3.890  1.019  0.33
O  1.489  4.275  2.449  -0.03
O  -0.051  4.682  0.418  -0.19
O  0.608  2.321  1.183  -0.48
H  4.134  1.345  0.897  0.12
H  1.215  5.160  2.732  0.13
C  6.421  -5.368  0.714  -0.02
C  5.216  -4.535  0.384  -0.23
C  3.929  -5.047  0.548  0.00
C  2.812  -4.286  0.248  -0.03
C  3.008  -2.992  -0.224  -0.31
C  4.281  -2.445  -0.396  -0.04
C  5.373  -3.225  -0.083  -0.01
S  1.614  -2.095  -0.706  0.70
O  0.405  -2.674  -0.196  -0.29
O  1.855  -0.656  -0.363  -0.51
N  1.699  -2.140  -2.327  -0.11
C  0.698  -1.487  -3.201  -0.15
C  -0.795  -1.755  -2.926  -0.05
C  -1.444  -0.814  -1.945  -0.44
O  -2.594  -0.629  -1.759  0.20
O  -0.494  -0.116  -1.189  -0.31
H  6.174  -6.427  0.755  0.09
H  6.821  -5.082  1.690  0.10
H  7.215  -5.218  -0.018  0.09
H  3.799  -6.059  0.912  0.13
H  1.810  -4.674  0.381  0.12
H  4.400  -1.437  -0.773  0.12
H  6.371  -2.822  -0.208  0.13
H  1.965  -3.077  -2.612  0.14
H  0.942  -1.845  -4.196  0.14
H  0.895  -0.418  -3.195  0.12
H  -0.953  -2.769  -2.558  0.14
H  -1.370  -1.657  -3.845  0.14

Computed properties:
* energy relative to the best compared isomer or geometry (same formula, charge and spin): 11.6 kcal/mol
* HOMO: -14.11 eV
* charge: +2
* calculated total energy: -3539.94593 Eh



2 unconnected molecules or ions with the total composition C3H8O2S2 at a distorted geometry, computed with ωB97M-V/def2-TZVPD.

Last column: Löwdin charge in e.
Element x y z (Å)
O  2.443  0.279  -1.037  0.05
C  1.980  0.083  0.054  -0.27
C  0.603  -0.511  0.246  -0.22
C  -0.463  0.199  -0.596  -0.56
S  -1.312  1.567  0.267  0.44
S  -2.863  0.480  1.228  0.31
H  2.600  0.319  0.941  0.13
H  0.690  -1.560  0.025  0.11
H  0.309  -0.454  1.298  0.10
H  0.036  0.832  -1.336  0.06
H  -1.146  -0.482  -1.077  0.07
H  -2.707  1.199  2.346  -0.21
O  3.543  -3.525  -1.488  -0.06
H  3.295  -2.762  -0.950  0.02
H  3.113  -3.368  -2.337  0.04

Computed properties:
* energy relative to the best compared isomer or geometry (same formula, charge and spin): 32.3 kcal/mol
* SMILES: O=CCCSS.O
* HOMO: -8.84 eV
* calculated total energy: -1065.93061 Eh



What did the third record say?
A molecular structure, C17H23Cl3O2V at a distorted geometry, computed with ωB97M-V/def2-TZVPD.

Last column: Löwdin charge in e.
Element x y z (Å)
C  0.109  -1.547  -2.067  -0.31
C  0.968  -0.402  -2.193  -0.33
C  0.146  0.775  -2.136  -0.30
C  2.414  -0.427  -2.491  -0.11
C  -1.230  0.343  -2.113  -0.28
C  -1.249  -1.081  -2.024  -0.27
C  -2.472  -1.929  -2.026  -0.05
C  0.524  -2.972  -2.088  -0.07
C  0.581  2.185  -2.284  -0.08
C  -2.416  1.224  -2.240  -0.06
V  -0.029  -0.238  -0.138  0.66
Cl  2.809  1.636  -0.126  0.09
Cl  1.858  -1.301  0.605  0.20
O  -1.555  0.700  0.354  -0.38
H  2.842  -1.422  -2.312  0.06
H  2.931  0.289  -1.842  -0.04
H  2.597  -0.133  -3.532  0.07
H  1.534  2.332  -1.756  -0.03
H  -0.157  2.868  -1.847  0.07
H  0.727  2.440  -3.339  0.07
H  -2.234  2.205  -1.784  0.07
H  -3.291  0.772  -1.757  0.07
H  -2.662  1.387  -3.302  0.08
H  -3.295  -1.418  -1.512  0.07
H  -2.283  -2.881  -1.521  0.07
H  -2.801  -2.144  -3.052  0.07
H  1.518  -3.100  -1.643  0.05
H  0.555  -3.352  -3.120  0.07
H  -0.187  -3.584  -1.519  0.07
H  -2.016  0.640  1.208  0.02
O  -0.894  -1.988  0.888  -0.44
H  -1.862  -1.854  0.965  -0.04
Cl  1.110  3.535  3.149  0.67
C  0.791  1.954  3.716  -0.64
C  0.760  1.720  5.083  -0.16
C  0.533  0.417  5.563  -0.15
C  0.267  -0.614  4.665  -0.12
C  0.219  -0.375  3.306  -0.07
C  0.561  0.895  2.787  -0.31
C  0.743  1.168  1.399  -0.39
H  0.924  2.546  5.756  0.07
H  0.556  0.230  6.634  0.07
H  0.089  -1.631  5.024  0.09
H  -0.051  -1.172  2.603  0.05
H  0.148  1.997  0.987  0.05
H  1.869  1.312  1.074  -0.23

Computed properties:
* spin multiplicity: 2
* HOMO (spin up / spin down): -0.23 / -0.26 eV
* charge: -2
* calculated total energy: -3136.64570 Eh



> Which of these has the lowest calculated total energy?

C23H43BrInN7O2PSSi2



> Number 3 is which compound?

C17H23Cl3O2V